# C29H60Cl44N5

A molecular structure, C29H60Cl44N5 (ωB97M-V with the def2-TZVPD basis set, the Open Molecules 2025 dataset).

As for the net charge: +1. The value obtained for the frontier orbital gap is 7.90 eV. For the total energy, the calculation gives -21662.5524 Ha. The HOMO energy comes out at -10.442 eV. For the LUMO energy, the calculation gives -2.539 eV.

```
138
C29H60Cl44N5, DFT ωB97M-V with the def2-TZVPD basis set
N -0.197 3.344 5.929
C -1.185 3.994 4.944
C -0.919 3.420 3.427
C -2.223 2.725 2.719
C -2.182 1.058 2.730
C -1.440 0.487 1.384
C 0.182 0.286 1.516
N 1.021 1.539 1.299
C 2.410 0.957 1.450
N 3.421 1.873 1.292
N 2.407 -0.526 1.747
N 1.050 -0.925 1.773
H 0.753 3.709 5.685
H -0.175 2.307 5.780
H -2.292 3.845 5.298
H -0.939 5.160 4.958
H -0.620 4.364 2.763
H 0.034 2.742 3.474
H -3.228 3.109 3.226
H -2.283 3.097 1.594
H -3.327 0.731 2.640
H -1.732 0.613 3.717
H -1.952 -0.521 1.051
H -1.610 1.303 0.536
H 4.231 1.959 1.945
H 3.371 2.588 0.507
H 3.262 -1.122 1.859
H 0.692 -1.912 1.936
C 4.827 1.587 5.100
Cl 3.166 1.826 4.542
Cl 5.916 1.278 3.743
H 5.159 2.486 5.625
H 4.854 0.732 5.780
C 7.269 0.279 0.288
Cl 8.281 1.578 0.931
Cl 6.826 -0.869 1.557
H 6.359 0.712 -0.133
H 7.822 -0.250 -0.492
C 5.969 2.854 8.978
Cl 4.308 3.093 8.420
Cl 7.058 2.545 7.620
H 6.301 3.754 9.503
H 5.996 1.999 9.658
C -1.843 -1.957 -1.684
Cl -1.307 -2.553 -0.109
Cl -1.509 -0.230 -1.859
H -1.314 -2.503 -2.470
H -2.919 -2.123 -1.780
C -4.703 1.823 -0.866
Cl -3.692 3.122 -0.223
Cl -5.146 0.675 0.403
H -5.614 2.256 -1.287
H -4.151 1.295 -1.647
C -5.114 -2.287 -4.091
Cl -4.059 -0.880 -4.277
Cl -4.574 -3.315 -2.758
H -6.131 -1.944 -3.886
H -5.099 -2.867 -5.016
C -6.403 2.430 -4.448
Cl -5.392 3.729 -3.805
Cl -6.846 1.282 -3.179
H -7.314 2.863 -4.870
H -5.851 1.902 -5.229
C 5.380 4.379 -1.461
Cl 3.972 4.138 -0.420
Cl 6.154 2.839 -1.853
H 5.059 4.862 -2.387
H 6.101 5.017 -0.943
C -7.301 -4.882 -6.345
Cl -6.765 -5.478 -4.770
Cl -6.967 -3.155 -6.520
H -6.772 -5.428 -7.131
H -8.377 -5.048 -6.441
C 1.768 -0.594 7.604
Cl 2.942 0.709 7.830
Cl 1.000 -0.489 6.015
H 2.283 -1.554 7.688
H 0.999 -0.519 8.377
C -1.876 -6.408 -0.254
Cl -3.537 -6.169 -0.812
Cl -0.787 -6.717 -1.612
H -1.545 -5.509 0.271
H -1.849 -7.263 0.426
C 4.393 -0.093 -3.260
Cl 4.870 -0.525 -1.614
Cl 3.268 -1.281 -3.929
H 3.908 0.886 -3.244
H 5.284 -0.053 -3.890
C 1.370 7.643 5.055
Cl -0.038 7.402 6.097
Cl 2.144 6.103 4.663
H 1.049 8.126 4.129
H 2.091 8.281 5.574
C -1.764 -2.683 3.497
Cl -1.765 -0.995 2.973
Cl -3.367 -3.406 3.317
H -1.050 -3.244 2.889
H -1.469 -2.729 4.548
C -3.921 1.195 -7.998
Cl -4.451 2.199 -6.643
Cl -5.304 0.526 -8.873
H -3.328 1.806 -8.683
H -3.311 0.374 -7.615
C -2.070 -1.002 -10.314
Cl -1.534 -1.598 -8.738
Cl -1.735 0.725 -10.489
H -1.541 -1.548 -11.099
H -3.146 -1.168 -10.410
C 0.867 1.278 11.241
Cl 1.345 0.845 12.887
Cl -0.257 0.089 10.572
H 0.382 2.257 11.256
H 1.759 1.318 10.610
C -2.086 5.603 -2.586
Cl -3.746 5.842 -3.145
Cl -0.997 5.294 -3.944
H -1.754 6.502 -2.062
H -2.059 4.748 -1.907
C -1.400 -9.388 2.605
Cl -0.864 -9.984 4.181
Cl -1.065 -7.661 2.430
H -0.871 -9.934 1.820
H -2.476 -9.554 2.509
C 7.654 -0.332 -6.221
Cl 7.124 0.672 -4.866
Cl 6.271 -1.001 -7.096
H 8.247 0.280 -6.906
H 8.264 -1.153 -5.838
C 4.679 0.333 -10.303
Cl 4.678 2.021 -10.827
Cl 3.076 -0.390 -10.483
H 5.393 -0.228 -10.911
H 4.974 0.287 -9.252
C -4.606 -9.868 -0.511
Cl -4.128 -10.300 1.136
Cl -5.731 -11.056 -1.180
H -5.091 -8.889 -0.495
H -3.714 -9.828 -1.141
```



# C29H60F9N4O9

7 unconnected molecules or ions with the total composition C29H60F9N4O9 (ωB97M-V with the def2-TZVPD basis set, the Open Molecules 2025 dataset).

As for the net charge: +1. The value obtained for the frontier orbital gap is 7.46 eV. For the total energy, the calculation gives -2935.4911 Ha. The HOMO energy comes out at -9.787 eV. For the LUMO energy, the calculation gives -2.329 eV.

```
111
C29H60F9N4O9, DFT ωB97M-V with the def2-TZVPD basis set
C 0.022 -0.532 -0.763
C 0.415 0.485 0.358
O 0.756 0.141 1.473
N 0.266 1.920 -0.052
H 1.141 2.401 0.103
H 0.130 1.775 -1.042
C -0.980 2.540 0.699
H -0.560 -0.063 -1.557
H -0.683 -1.282 -0.405
H 0.822 -1.187 -1.110
H -1.066 3.498 0.187
H -0.715 2.621 1.753
H -1.865 1.937 0.497
C -6.312 -1.321 -4.312
C -4.917 -0.851 -3.931
O -3.985 -0.911 -4.693
N -4.715 -0.454 -2.466
H -5.474 0.104 -2.103
H -4.725 -1.298 -1.911
C -3.427 0.420 -2.315
H -7.082 -0.797 -3.746
H -6.468 -2.335 -3.945
H -6.428 -1.331 -5.396
H -3.397 0.713 -1.266
H -3.509 1.324 -2.919
H -2.518 -0.108 -2.604
C 5.422 3.124 -1.102
C 4.746 4.092 -1.992
O 5.217 4.399 -3.061
N 3.360 4.641 -1.524
H 3.245 4.389 -0.553
H 3.482 5.642 -1.585
C 2.187 4.101 -2.341
H 5.034 3.297 -0.099
H 6.481 3.381 -1.116
H 5.307 2.083 -1.404
H 1.331 4.777 -2.323
H 1.858 3.162 -1.898
H 2.452 3.998 -3.393
C -0.741 -1.260 4.770
C -0.281 -2.346 3.783
C 1.214 -2.575 3.797
N 1.688 -3.795 2.945
C 3.258 -3.917 3.194
C 1.500 -3.550 1.424
C 0.268 -4.305 0.973
C -0.047 -5.294 2.102
C 0.945 -5.166 3.242
H -0.405 -1.453 5.788
H -1.828 -1.253 4.683
H -0.274 -0.292 4.591
H -0.551 -2.135 2.748
H -0.835 -3.192 4.191
H 1.558 -2.801 4.806
H 1.703 -1.684 3.405
H 3.673 -4.739 2.611
H 3.399 -4.126 4.254
H 3.662 -2.964 2.855
H 2.357 -4.099 1.034
H 1.425 -2.473 1.271
H 0.410 -4.778 0.002
H -0.515 -3.562 0.815
H 0.127 -6.291 1.696
H -1.097 -5.326 2.395
H 1.795 -5.845 3.168
H 0.563 -5.159 4.263
C -0.668 2.091 -3.701
O 0.658 1.593 -3.378
O -1.026 2.541 -2.425
C -0.621 3.049 -5.011
F 0.015 4.198 -4.761
F 0.004 2.561 -6.102
F -1.905 3.344 -5.325
C 1.016 0.366 -4.022
C 2.323 -0.071 -3.298
H 2.309 0.279 -2.266
H 2.410 -1.152 -3.189
H 3.280 0.288 -3.676
H 1.173 0.644 -5.064
H 0.225 -0.378 -3.926
H -1.297 1.246 -3.982
C -3.188 -3.627 -1.257
O -2.715 -2.605 -0.431
O -4.567 -3.398 -1.581
C -2.057 -3.706 -2.359
F -2.607 -4.140 -3.510
F -1.419 -2.563 -2.581
F -1.160 -4.600 -2.102
C -3.278 -2.510 0.937
C -3.165 -1.093 1.489
H -3.940 -0.851 2.217
H -2.147 -0.943 1.846
H -3.338 -0.383 0.681
H -2.800 -3.176 1.656
H -4.345 -2.724 0.988
H -2.986 -4.516 -0.660
C 2.478 4.484 2.207
O 2.395 3.993 3.528
O 2.794 3.454 1.238
C 1.240 5.431 1.891
F 1.198 6.500 2.677
F 1.149 5.952 0.602
F 0.033 4.848 1.970
C 1.496 2.982 3.921
C 2.370 2.082 4.815
H 3.206 1.558 4.351
H 2.790 2.651 5.645
H 1.670 1.371 5.256
H 1.158 2.334 3.111
H 0.659 3.369 4.501
H 3.364 5.115 2.128
```



# C29H60N2O6PS

3 unconnected molecules or ions with the total composition C29H60N2O6PS (ωB97M-V with the def2-TZVPD basis set, the Open Molecules 2025 dataset).

As for the net charge: -1. The value obtained for the frontier orbital gap is 3.99 eV. For the total energy, the calculation gives -2440.8351 Ha. The HOMO energy comes out at -2.136 eV. For the LUMO energy, the calculation gives 1.854 eV.

```
99
C29H60N2O6PS, DFT ωB97M-V with the def2-TZVPD basis set
N -5.494 0.250 -4.149
C -6.345 -0.218 -5.349
C -5.324 -0.108 -6.624
C -4.264 -1.336 -6.805
C -3.151 -1.473 -5.581
C -3.407 -2.757 -4.590
C -2.115 -3.199 -3.683
C -2.360 -3.010 -2.067
C -2.069 -4.417 -1.226
C -1.782 -3.940 0.349
C -3.229 -3.691 1.096
C -3.190 -2.581 2.301
C -1.813 -2.578 3.197
C -0.729 -1.420 2.771
N -1.058 -0.027 3.277
C -0.079 0.804 4.133
C -0.779 2.272 4.434
C -2.289 2.319 3.734
C -2.311 0.818 3.040
P -6.921 -2.003 -4.994
S -7.363 -2.374 -3.133
H -5.159 -0.565 -3.591
H -4.689 0.836 -4.488
H -6.012 -0.108 -7.600
H -4.756 0.940 -6.667
H -4.764 -2.383 -7.085
H -3.613 -1.066 -7.770
H -2.997 -0.446 -4.991
H -2.095 -1.672 -6.101
H -3.816 -3.633 -5.289
H -4.294 -2.551 -3.821
H -1.164 -2.612 -4.080
H -1.942 -4.358 -3.881
H -3.477 -2.714 -1.810
H -1.691 -2.113 -1.709
H -3.025 -5.101 -1.275
H -1.090 -4.944 -1.612
H -1.225 -2.911 0.268
H -1.150 -4.759 0.929
H -3.968 -3.294 0.248
H -3.728 -4.666 1.522
H -3.469 -1.546 1.833
H -4.080 -2.855 3.044
H -1.327 -3.652 3.214
H -2.136 -2.326 4.317
H -0.543 -1.335 1.610
H 0.308 -1.713 3.276
H 0.991 0.412 4.489
H -0.330 3.185 5.030
H -3.090 3.180 3.722
H -3.268 0.542 2.425
H -6.039 -3.042 -5.453
H -8.171 -2.180 -5.747
C 4.875 -1.011 -3.969
O 3.942 0.052 -3.823
C 2.797 -0.046 -4.661
C 1.467 -0.186 -3.896
O 1.306 -1.269 -2.985
C 2.201 -1.356 -1.874
C 2.268 -0.179 -0.883
O 2.661 1.050 -1.479
C 1.699 2.088 -1.378
H 5.732 -0.659 -4.553
H 5.234 -1.295 -2.976
H 4.440 -1.898 -4.442
H 2.897 -0.864 -5.386
H 2.756 0.884 -5.238
H 0.685 -0.322 -4.651
H 1.200 0.748 -3.401
H 3.191 -1.628 -2.233
H 1.870 -2.232 -1.304
H 3.033 -0.423 -0.143
H 1.315 -0.091 -0.343
H 0.690 1.719 -1.174
H 1.679 2.635 -2.325
H 2.003 2.788 -0.594
C 5.995 6.137 5.793
O 5.672 4.865 6.337
C 4.621 4.879 7.295
C 3.378 4.071 6.878
O 2.720 4.399 5.659
C 3.461 4.292 4.442
C 4.068 2.929 4.061
O 4.998 2.430 5.013
C 4.638 1.186 5.592
H 6.921 6.500 6.253
H 6.171 6.022 4.721
H 5.197 6.875 5.931
H 4.329 5.904 7.557
H 5.027 4.424 8.205
H 2.629 4.223 7.664
H 3.579 3.000 6.906
H 4.209 5.081 4.407
H 2.752 4.556 3.647
H 4.623 3.071 3.131
H 3.266 2.208 3.849
H 3.573 0.959 5.493
H 4.884 1.216 6.657
H 5.231 0.388 5.134
```



# C29H60N5O10

4 unconnected molecules or ions with the total composition C29H60N5O10 (ωB97M-V with the def2-TZVPD basis set, the Open Molecules 2025 dataset).

As for the net charge: +1. The value obtained for the frontier orbital gap is 9.36 eV. For the total energy, the calculation gives -2166.7759 Ha. The HOMO energy comes out at -11.243 eV. For the LUMO energy, the calculation gives -1.883 eV.

```
104
C29H60N5O10, DFT ωB97M-V with the def2-TZVPD basis set
C -2.218 -3.936 1.911
C -2.170 -3.459 0.447
C -2.130 -1.932 0.234
C -2.807 -1.122 1.346
N -3.255 0.229 0.949
N -2.430 0.873 0.047
N -1.110 1.052 0.322
C -0.606 1.730 -0.719
N 0.674 2.059 -0.798
O 1.566 1.689 0.171
C 1.875 0.266 0.137
C 3.303 0.049 0.556
C 3.600 -1.457 0.600
C 2.909 -2.186 1.768
N -1.550 2.000 -1.611
C -2.664 1.463 -1.108
C -3.977 1.590 -1.812
O -4.876 0.557 -1.506
C -6.087 0.958 -0.867
C -7.218 -0.002 -1.234
O -8.302 0.740 -1.754
C -9.561 0.387 -1.207
C -10.091 -0.959 -1.729
O -10.259 -1.899 -0.689
C -11.612 -2.058 -0.247
C -12.382 -3.011 -1.142
H -1.819 -3.210 2.615
H -1.599 -4.826 2.013
H -3.223 -4.241 2.194
H -1.261 -3.863 0.002
H -3.003 -3.878 -0.115
H -1.084 -1.624 0.152
H -2.581 -1.697 -0.732
H -2.137 -1.017 2.197
H -3.712 -1.638 1.660
H -4.193 0.245 0.582
H -0.662 0.714 1.156
H 1.032 2.595 -1.572
H 1.221 -0.243 0.854
H 1.656 -0.146 -0.850
H 3.994 0.589 -0.091
H 3.419 0.433 1.574
H 3.263 -1.903 -0.339
H 4.675 -1.592 0.693
H 2.195 -1.554 2.301
H 2.367 -3.067 1.428
H 3.627 -2.550 2.495
H -4.388 2.581 -1.599
H -3.738 1.571 -2.877
H -6.399 1.957 -1.174
H -5.973 0.982 0.225
H -7.539 -0.585 -0.367
H -6.842 -0.713 -1.975
H -9.506 0.332 -0.115
H -10.246 1.194 -1.460
H -9.367 -1.365 -2.438
H -11.024 -0.797 -2.273
H -11.546 -2.430 0.773
H -12.085 -1.071 -0.242
H -13.337 -3.254 -0.676
H -11.796 -3.910 -1.312
H -12.606 -2.530 -2.094
O 2.700 9.444 -2.703
C 2.652 8.251 -2.651
O 1.701 7.678 -1.872
C 1.425 6.281 -1.887
C 2.319 5.512 -0.935
C 3.658 7.371 -3.356
H 1.473 5.886 -2.904
H 0.385 6.202 -1.570
H 3.368 5.577 -1.223
H 2.045 4.457 -0.907
H 2.232 5.913 0.074
H 4.507 7.213 -2.692
H 4.002 7.901 -4.240
H 3.267 6.407 -3.672
O 5.249 2.082 -0.794
C 6.406 2.206 -1.108
O 7.249 2.741 -0.217
C 8.673 2.767 -0.400
C 9.124 3.980 -1.184
C 6.901 1.853 -2.489
H 9.018 1.835 -0.848
H 9.077 2.800 0.610
H 8.725 3.976 -2.199
H 10.211 4.006 -1.244
H 8.780 4.892 -0.696
H 6.793 2.726 -3.131
H 6.276 1.054 -2.879
H 7.934 1.517 -2.518
O 4.309 -4.888 1.983
C 4.875 -5.569 2.795
O 4.579 -5.388 4.095
C 5.044 -6.263 5.131
C 6.413 -5.868 5.641
C 5.953 -6.552 2.407
H 5.012 -7.301 4.798
H 4.306 -6.165 5.925
H 7.171 -5.950 4.862
H 6.705 -6.510 6.471
H 6.402 -4.835 5.985
H 6.911 -6.033 2.402
H 5.742 -6.903 1.401
H 6.023 -7.418 3.060
```



Which of these has the lowest frontier orbital gap? C29H60N2O6PS



Number 2 is which compound? C29H60F9N4O9



Number 3 is which compound? C29H60N2O6PS